No. 1
Molecular formula: C29H40N3O13PS2W
Method: DFT, the ωB97M-V functional and the def2-TZVPD basis

```
89
Properties=species:S:1:pos:R:3:mulliken_charge:R:1
W 0.6980 0.4240 -0.8943 1.251
S 2.5012 -1.6245 -0.0911 1.706
S 3.5010 -2.9133 -3.2685 1.229
P -1.6546 -1.6608 0.6609 -0.143
O -0.3820 -0.8513 0.5428 0.111
O 2.3446 0.5615 -2.0197 0.533
O -1.7719 -2.9953 0.0378 -1.046
O 2.9709 -3.9447 -2.3992 -0.696
O 2.2139 -0.3024 0.5644 -0.766
O -2.8298 -0.6655 0.1599 1.151
O 2.6150 -2.7298 0.8086 -0.799
O 1.4562 -1.6811 -1.1308 -0.674
O 0.1418 2.0528 -2.4243 -0.605
O -0.7814 1.5243 -0.0252 -0.507
O 4.5081 -3.3961 -4.2128 -0.821
O 2.5242 -2.0329 -3.8842 -0.604
O -1.9994 -1.6976 2.2391 0.033
N 1.5297 2.2245 -0.1690 0.973
N 0.8647 2.7674 0.9048 -1.154
N -1.6777 3.0127 -3.3103 -0.462
C -2.9566 3.2224 4.1863 -0.579
C 3.6550 1.2378 -3.8914 -1.751
C 6.6684 -0.8796 -1.7551 -0.533
C -2.0468 -3.9645 3.0648 -1.754
C -4.8929 0.2893 -0.4107 -1.589
C 0.1245 -2.7155 2.9133 -1.722
C -1.7774 3.9435 4.0160 -0.611
C 4.9843 -0.6988 -0.0731 -0.642
C -4.8301 -1.7516 1.0360 -1.812
C -2.4157 1.9121 2.2349 0.897
C 3.0551 1.5466 -2.5536 0.540
C 4.4814 -1.8712 -2.1368 -0.031
C 2.5523 2.9916 -0.6436 1.276
C 4.0931 -1.4046 -0.8770 0.057
C -1.2362 2.6340 2.0600 -0.174
C -4.1831 -1.0389 -0.1480 1.590
C -0.9242 3.6535 2.9661 -0.478
C -0.9933 1.9236 -2.8766 0.578
C 5.7835 -1.5935 -2.5459 -0.500
C 2.8442 4.2818 0.0656 -1.490
C -1.6359 -1.9679 4.5320 -1.930
C -1.5933 0.5617 -3.0141 0.138
C -0.3403 2.3111 0.9449 -0.153
C 3.2315 2.7001 -1.8374 -1.160
C -0.6649 -0.4421 -2.3488 -1.480
C -4.2265 -1.9131 -1.3970 -1.485
C 6.2706 -0.4319 -0.5046 -0.666
C -3.2654 2.2068 3.2921 -0.735
C -1.3706 -2.6012 3.1722 1.954
H 6.9451 0.1304 0.1302 0.367
H -1.3257 3.9026 -2.9960 0.286
H 4.6510 -0.3274 0.8871 0.459
H 0.0012 4.1982 2.8299 0.471
H -1.6232 -4.6521 3.8018 0.494
H -1.5198 4.7352 4.7107 0.371
H -3.7800 -1.3807 -2.2401 0.178
H 3.8878 3.4685 -2.2305 0.136
H 7.6695 -0.6789 -2.1201 0.342
H -2.6325 1.1030 1.5524 -0.006
H -5.9772 0.1592 -0.3880 0.414
H 0.5739 -3.3721 3.6631 0.617
H -2.5924 0.5626 -2.5670 -0.392
H 3.1550 4.1114 1.1010 0.254
H -4.6139 0.6848 -1.3890 0.345
H -1.2455 -0.9496 4.5452 0.373
H 0.3319 -3.1376 1.9307 0.383
H 0.0074 -0.9096 -3.0756 1.055
H 3.6405 4.8169 -0.4541 0.444
H 1.9585 4.9235 0.1257 0.277
H -4.6086 1.0184 0.3483 0.166
H -5.2660 -2.1491 -1.6440 0.476
H -3.6198 3.4457 5.0141 0.372
H 3.5926 2.0842 -4.5816 0.404
H 6.0843 -1.9656 -3.5150 0.514
H -4.1690 1.6212 3.4230 0.345
H 3.1382 0.3732 -4.3094 0.282
H -4.3220 -2.6928 1.2409 0.271
H -3.6605 -2.8291 -1.2412 0.308
H -2.7096 -1.9314 4.7303 0.358
H -1.7255 0.3910 -4.0908 0.340
H -4.7705 -1.1310 1.9321 0.269
H -1.2303 -1.2463 -1.8834 0.237
H 0.6062 -1.7389 2.9604 0.217
H -1.1510 -2.5446 5.3230 0.392
H -2.6730 2.9282 -3.4193 0.222
H -1.9019 -4.3712 2.0645 0.307
H 4.7111 0.9623 -3.7978 0.299
H -5.8807 -1.9567 0.8130 0.582
H -3.1188 -3.8692 3.2563 0.304
```

## Properties
total charge: -2
LUMO (spin up / spin down): 4.04 / 4.02 eV
HOMO level (spin up / spin down): 0.015 / -0.083 hartree
energy relative to the best compared isomer or geometry (same formula, charge and spin): 166.17 kJ/mol
2S+1: 3
max |F|: 1.83 eV Å⁻¹

***

No. 2
Molecular formula: CH5NOS2
Method: DFT, the ωB97M-V functional and the def2-TZVPD basis

```
10
Properties=species:S:1:pos:R:3:mulliken_charge:R:1
S -0.7826 -0.5155 0.7049 0.195
S 2.3971 0.4237 -0.5854 -0.014
O 1.6606 -0.4182 0.6818 -0.404
N -0.8842 -1.2811 -0.6578 -0.491
C -0.7159 1.2409 -0.0809 -0.508
H 0.3542 1.3206 -0.0577 0.033
H 1.9117 -1.3137 0.8819 0.343
H -1.4225 -2.1364 -0.5742 0.233
H -1.2740 0.9198 -0.9445 0.340
H -1.2443 1.7598 0.6320 0.273
```

## Properties
LUMO (spin up / spin down): -1.78 / -0.12 eV
HOMO level (spin up / spin down): -0.274 / -0.335 hartree
energy relative to the best compared isomer or geometry (same formula, charge and spin): 466.32 kJ/mol
max |F|: 4.31 eV Å⁻¹

***

No. 3
Molecular formula: C2H4O2Tl
Method: DFT, the ωB97M-V functional and the def2-TZVPD basis

```
9
Properties=species:S:1:pos:R:3:mulliken_charge:R:1
Tl -1.8497 -1.6617 -0.8353 0.731
O -0.9153 -0.5150 -2.4541 -0.562
O 0.2063 -0.8961 -0.2451 -0.784
C 0.2526 1.0935 1.0097 -0.732
C 0.7154 -0.1679 0.6876 0.087
H 1.4323 -0.6555 1.3663 0.315
H -0.0371 -0.4142 -1.7329 0.504
H -0.6132 1.5068 0.4884 0.200
H 0.8087 1.7102 1.7153 0.242
```

## Properties
LUMO (spin up / spin down): -0.21 / -3.10 eV
HOMO level (spin up / spin down): -0.301 / -0.291 hartree
energy relative to the best compared isomer or geometry (same formula, charge and spin): 98.89 kJ/mol
2S+1: 2
max |F|: 3.62 eV Å⁻¹

***

No. 4
Molecular formula: H26O13
Method: DFT, the ωB97M-V functional and the def2-TZVPD basis

```
39
Properties=species:S:1:pos:R:3:mulliken_charge:R:1
O 0.3782 -1.3794 -3.4193 -0.627
O -1.4079 3.9166 2.6173 -0.631
O 3.4381 2.8323 -1.6579 -0.592
O -3.2613 -0.2088 -1.1779 -0.563
O 0.5434 2.8543 -0.2536 -0.645
O 0.6047 -3.0614 2.1721 -0.647
O -0.1487 4.9578 -1.3681 -0.604
O -1.5032 0.3793 0.3916 -0.612
O -4.2179 -2.7515 -1.4277 -0.583
O 3.3921 0.0268 -0.8505 -0.601
O 2.7747 -3.5441 0.1556 -0.555
O 0.2854 -4.8455 -0.0982 -0.614
O -0.7269 0.4551 4.7344 -0.625
H -0.3676 3.2915 -0.3393 0.306
H 2.5836 2.5122 -1.2797 0.314
H -1.0627 1.2090 0.1530 0.361
H 0.1431 5.4845 -2.1922 0.300
H 1.2999 -3.6123 2.4421 0.306
H -0.5675 -4.3998 -0.2719 0.302
H 2.4366 -3.9816 0.9326 0.239
H 4.0928 2.3569 -1.3007 0.280
H -4.2165 -2.4762 -2.3690 0.308
H -0.9138 1.3221 4.9906 0.299
H -3.8401 0.0274 -1.9169 0.282
H -3.4122 -3.1755 -1.2300 0.280
H 0.0896 -2.7583 2.9919 0.305
H 2.7159 0.3150 -0.1680 0.295
H 0.6004 -1.8998 -2.6209 0.300
H -0.2645 -0.6949 -3.0345 0.324
H -2.3063 -0.3773 -1.5531 0.280
H 0.7556 3.0850 0.6912 0.331
H -0.6817 4.4827 2.9199 0.321
H -0.8007 0.5419 3.7151 0.327
H 0.4280 -4.5627 0.8676 0.331
H -1.8587 4.3518 1.7863 0.313
H 3.0007 -0.5275 -1.5587 0.301
H 2.0060 -3.0200 -0.3062 0.339
H -0.3072 5.5992 -0.6762 0.293
H -0.7581 -0.1456 0.7847 0.265
```

## Properties
LUMO: -0.52 eV
HOMO level: -0.382 hartree
energy relative to the best compared isomer or geometry (same formula, charge and spin): 528.24 kJ/mol
max |F|: 5.97 eV Å⁻¹

***

No. 5
Molecular formula: CH4ClNO
Method: DFT, the ωB97M-V functional and the def2-TZVPD basis

```
8
Properties=species:S:1:pos:R:3:mulliken_charge:R:1
Cl 1.5056 1.7259 0.9535 -0.156
O -1.0229 -1.1818 -0.5854 -0.427
N 1.0263 0.0433 0.7232 -0.497
C -0.7200 0.0966 -0.5866 -0.115
H 0.8452 -0.4240 1.6301 0.231
H -1.1485 0.8209 0.1534 0.288
H -0.1895 -1.6305 -0.8794 0.378
H -0.2962 0.5495 -1.4088 0.297
```

## Properties
LUMO (spin up / spin down): 0.19 / 0.19 eV
HOMO level (spin up / spin down): -0.306 / -0.306 hartree
energy relative to the best compared isomer or geometry (same formula, charge and spin): 443.88 kJ/mol
max |F|: 5.71 eV Å⁻¹

***

No. 6
Molecular formula: C25H25N3O2RhSTe
Method: DFT, the ωB97M-V functional and the def2-TZVPD basis

```
58
Properties=species:S:1:pos:R:3:mulliken_charge:R:1
Te -2.3142 -0.3901 3.0838 0.611
Rh -1.2623 -0.2948 -0.4185 0.236
S -4.0353 -1.5121 0.6933 -0.128
O 2.0836 1.8991 -5.9629 -0.718
O 2.0480 -0.3348 -6.4019 -0.715
N -1.4425 1.7466 -0.5713 0.334
N -0.2690 0.0159 -2.0872 -0.277
N -0.9021 -2.2422 -0.9868 0.330
C 0.8473 -0.8479 -3.9716 -0.840
C 0.6292 1.5275 -3.6553 -0.866
C -0.1803 -4.7145 -2.0038 -0.442
C -1.9917 3.9634 0.1240 -0.969
C -1.1700 4.4929 -0.8623 -0.587
C 2.7882 0.8940 2.9553 -1.543
C 0.1594 -1.0425 -2.7834 0.472
C -0.8500 -4.6163 -0.7928 -0.990
C 1.0781 0.4493 -4.4047 -0.264
C 1.2887 -0.4154 1.5093 0.213
C 3.6997 -0.6384 1.1935 -1.599
C -0.5126 3.6317 -1.7171 -0.544
C 2.5936 -1.5930 3.2337 -1.552
C -1.1876 -3.3632 -0.3243 -0.090
C -4.2182 0.4302 3.6081 -0.945
C -1.2270 1.4291 3.2504 -0.910
C 2.5790 -0.4386 2.2256 1.804
C 0.2320 -0.3928 0.9089 -0.634
C -0.0587 1.2766 -2.4787 0.396
C -2.0948 2.5935 0.2322 -0.325
C -0.1977 -2.3249 -2.1483 0.418
C -0.6722 2.2610 -1.5720 0.558
C -2.7557 -0.5270 0.9530 -0.351
C 1.8424 0.7028 -5.7619 0.396
C 0.1573 -3.5574 -2.6772 -0.669
H 2.0403 1.0285 3.7392 0.256
H 4.6750 -0.6360 1.6858 0.412
H 3.7779 0.9197 3.4168 0.433
H -4.6214 -0.0936 4.4691 0.349
H 3.5632 -1.6444 3.7344 0.399
H -0.5104 1.3185 4.0599 0.356
H 3.6813 0.1606 0.4518 0.362
H -2.7349 2.1325 0.9715 0.818
H 0.6962 -3.5932 -3.6132 0.411
H -1.9095 2.2509 3.4547 0.484
H -2.5459 4.6034 0.7954 0.429
H 2.4120 -2.5430 2.7303 0.386
H 3.5732 -1.5881 0.6730 0.368
H 0.1318 4.0076 -2.4991 0.413
H -1.7183 -3.2371 0.6087 0.491
H -4.8594 0.2797 2.7423 0.298
H -1.1091 -5.4938 -0.2187 0.412
H -0.6971 1.5601 2.3112 0.095
H 1.8200 -1.4533 3.9911 0.316
H -4.0854 1.4847 3.8344 0.303
H -1.0579 5.5633 -0.9688 0.434
H 2.7106 1.7289 2.2580 0.358
H 0.8159 2.5285 -4.0197 0.553
H 1.1937 -1.6691 -4.5843 0.610
H 0.0737 -5.6829 -2.4130 0.443
```

## Properties
LUMO (spin up / spin down): -1.32 / -1.28 eV
HOMO level (spin up / spin down): -0.242 / -0.284 hartree
energy relative to the best compared isomer or geometry (same formula, charge and spin): 121.37 kJ/mol
2S+1: 2
max |F|: 2.14 eV Å⁻¹

***

No. 7
Molecular formula: BeFH14O7
Method: DFT, the ωB97M-V functional and the def2-TZVPD basis

```
23
Properties=species:S:1:pos:R:3:mulliken_charge:R:1
F 0.3839 -0.3498 0.1487 -0.381
O 0.2124 -0.8911 2.6447 -0.632
O 0.9161 -0.7248 -2.3476 -0.366
O -1.2776 0.7056 -1.6372 -0.466
O -2.3552 1.3929 1.3146 -0.552
O 2.7829 0.3988 0.9278 -0.719
O -1.1574 -2.1362 -1.1262 -0.402
O 1.1620 2.7009 1.2043 -0.639
Be -0.2623 -0.5499 -1.1955 0.210
H -2.3698 0.5687 0.8854 0.249
H -0.9579 -2.7337 -0.3832 0.354
H 0.7310 -1.5102 -2.8605 0.371
H 0.5114 -1.7694 2.8958 0.308
H 1.6434 1.9835 0.8396 0.380
H 1.9922 -0.0057 0.6165 0.406
H 2.6711 0.7761 1.7672 0.333
H 1.8503 -0.8094 -2.0368 0.416
H -2.0243 -2.3597 -1.4478 0.333
H 0.3247 -0.8361 1.6740 0.377
H -0.9246 1.2603 -2.3546 0.391
H -2.0312 2.0035 0.6786 0.307
H -2.2433 0.6071 -1.7999 0.395
H 0.4223 2.2784 1.5918 0.329
```

## Properties
total charge: +1
LUMO: -4.80 eV
HOMO level: -0.500 hartree
energy relative to the best compared isomer or geometry (same formula, charge and spin): 106.12 kJ/mol
max |F|: 2.86 eV Å⁻¹

***

No. 8
Molecular formula: C9H27ClI2P3Tm
Method: DFT, the ωB97M-V functional and the def2-TZVPD basis

```
43
Properties=species:S:1:pos:R:3:mulliken_charge:R:1
Tm -0.0475 0.2165 -0.2104 0.532
I 0.2680 1.9500 -4.7294 0.061
I -0.3134 3.7979 -2.8121 -0.061
Cl 0.0086 -1.7452 -1.6642 -0.414
P -2.6172 -0.1135 -0.1082 0.669
P -0.4106 -0.2355 2.6625 0.582
P 2.5601 -0.0830 -0.0974 0.564
C -1.4080 -0.5180 4.2132 -1.394
C -3.3957 1.0387 1.0351 -0.893
C -3.0711 0.2657 -1.8283 -1.031
C -3.0806 -1.8269 0.2857 -0.928
C 3.0701 0.2960 -1.8117 -1.025
C 3.3735 1.0681 1.0364 -1.059
C 3.0992 -1.7921 0.2776 -0.926
C -0.1152 1.5947 2.9829 -1.169
C 1.0357 -1.2584 3.2129 -1.160
H 1.0456 -1.3594 4.2957 0.505
H 2.5611 -2.4895 -0.3998 0.306
H -1.0287 2.1330 2.7421 0.387
H 0.0603 1.7647 4.0538 0.410
H 4.1982 -1.8143 0.1196 0.420
H 2.8219 -2.0572 1.3210 0.291
H 4.1752 0.1522 -1.8478 0.412
H 2.5349 -0.3882 -2.5138 0.350
H -4.4907 0.8831 0.8713 0.428
H 0.6891 2.0284 2.4053 0.368
H -0.7715 -0.2773 5.0658 0.488
H 2.7479 1.3327 -2.0720 0.320
H -2.7554 1.3093 -2.0764 0.302
H 0.8518 -2.2611 2.8128 0.355
H 3.0437 2.0996 0.7799 0.343
H 4.4744 0.9271 0.8907 0.411
H -4.1793 -1.8629 0.1277 0.424
H -4.1700 0.1035 -1.8554 0.421
H 3.0581 0.8482 2.0898 0.320
H 2.0043 -0.9472 2.7961 0.156
H -3.0839 0.8165 2.0862 0.150
H -2.3147 0.0986 4.2268 0.408
H -2.5281 -2.5155 -0.3936 0.317
H -2.7870 -2.0560 1.3348 0.289
H -3.0662 2.0715 0.7729 0.307
H -1.6674 -1.6023 4.2691 0.397
H -2.5223 -0.4248 -2.5160 0.369
```

## Properties
total charge: +2
LUMO (spin up / spin down): -7.31 / -7.31 eV
HOMO level (spin up / spin down): -0.548 / -0.548 hartree
energy relative to the best compared isomer or geometry (same formula, charge and spin): 0.00 kJ/mol
2S+1: 3
max |F|: 1.61 eV Å⁻¹